Run w
ORCA calculation (the ωB97M-V functional and the def2-TZVPD basis) on the ion C3N3O2 with charge -1.

Values from the calculation:
frontier orbital gap: 8.81 eV
charge: -1
SMILES: N#CC(C#N)=[N+]([O-])[O-]
HOMO energy: -4.50 eV
LUMO energy: 4.314 eV

Positions of all 8 atoms, in Å:
N1 1.70 -2.01 -0.01
N2 0.94 2.30 0.02
C1 0.06 -0.08 0.03
C2 0.53 1.22 0.02
O1 -2.13 0.77 -0.02
C3 0.92 -1.16 0.02
O2 -1.87 -1.39 0.03
N3 -1.43 -0.24 0.01

---

Run x
ORCA calculation (the ωB97M-V functional and the def2-TZVPD basis) on the ion C3N3O2 with charge -1.

Values from the calculation:
frontier orbital gap: 8.66 eV
charge: -1
SMILES: N#C/N=C(\[O-])OC#N
HOMO energy: -4.79 eV
LUMO energy: 3.873 eV

Positions of all 8 atoms, in Å:
C1 0.68 0.79 -0.15
C2 0.20 -1.20 -1.10
N1 0.08 -0.26 0.67
N2 -0.54 -2.00 -1.42
O1 1.10 1.95 0.04
C3 -0.88 0.20 1.29
O2 1.07 -0.15 -1.25
N3 -1.71 0.66 1.92

---

Least stable of them? run w.

---

Run w
ORCA calculation (the ωB97M-V functional and the def2-TZVPD basis) on a cluster of 10 separate species, C7H34NO9 in total.

Values from the calculation:
frontier orbital gap: 8.10 eV
charge: -1
HOMO energy: -5.62 eV
LUMO energy: 2.481 eV

Positions of all 51 atoms, in Å:
O1 1.74 -0.26 -3.22
H1 -2.87 -1.71 0.21
H2 4.48 3.37 -0.92
H3 2.99 2.01 -2.11
O2 1.35 2.04 -1.72
H4 0.37 0.70 3.89
H5 0.35 -0.85 -4.57
O3 -0.50 -2.56 -1.55
H6 -2.81 0.54 -0.40
H7 0.59 0.90 -0.98
H8 0.48 2.33 4.58
H9 1.59 2.60 -0.98
H10 -2.70 -1.18 4.13
H11 5.76 2.25 -1.39
H12 -4.04 -1.94 -1.14
H13 1.02 -1.51 2.97
C1 -3.66 -1.24 -0.39
H14 -2.64 0.80 2.08
H15 -2.58 2.13 1.06
C2 0.81 0.08 -4.22
O4 -0.18 2.30 2.67
C3 -2.43 -0.86 3.12
H16 2.98 -0.60 1.16
H17 -1.11 1.53 4.36
O5 -1.96 1.60 0.56
H18 0.00 0.70 -3.81
H19 1.29 0.61 -5.05
C4 4.68 2.32 -1.20
N1 0.07 0.09 -0.46
H20 -0.84 1.84 2.11
H21 2.05 -2.65 2.02
O6 2.07 -0.64 1.46
H22 -2.32 -2.98 -2.50
O7 -3.05 0.40 2.90
H23 2.73 -1.49 3.22
H24 -0.94 -3.33 -3.47
H25 -4.48 -0.98 0.29
H26 -0.78 0.53 -0.03
C5 -0.12 1.69 3.93
H27 -1.34 -0.79 3.02
H28 4.45 1.66 -0.35
H29 -2.80 -1.64 2.45
H30 -0.19 -0.63 -1.13
H31 -0.23 -3.44 -1.31
H32 0.73 -0.24 0.26
O8 -3.22 -0.10 -1.06
O9 3.97 1.93 -2.35
H33 -1.36 -1.62 -3.15
C6 1.97 -1.65 2.45
H34 1.92 0.55 -2.69
C7 -1.31 -2.62 -2.72

---

Run x
ORCA calculation (the ωB97M-V functional and the def2-TZVPD basis) on a cluster of 10 separate species, C7H34NO9 in total.

Values from the calculation:
frontier orbital gap: 7.41 eV
charge: -1
HOMO energy: -4.81 eV
LUMO energy: 2.603 eV

Positions of all 51 atoms, in Å:
H1 -1.98 3.26 -1.38
H2 -0.78 0.25 -3.18
O1 0.76 -1.90 1.94
C1 -1.87 3.68 -0.38
H3 -0.99 1.81 2.84
C2 -1.74 1.20 3.33
H4 3.24 1.66 -1.93
O2 -2.80 3.20 0.53
H5 -0.22 -0.21 -0.94
H6 0.84 -2.09 2.87
H7 1.43 2.92 0.64
H8 2.84 -3.01 -3.10
N1 -0.33 0.07 0.02
H9 -0.86 3.48 -0.01
C3 1.90 -2.51 -3.32
O3 -2.11 0.02 2.59
H10 3.24 0.21 -2.87
H11 -2.88 2.25 0.41
H12 -2.13 4.73 -0.45
O4 -2.83 0.63 0.09
O5 1.12 -2.30 -2.16
H13 -1.81 -2.20 0.93
H14 0.51 -1.58 -2.37
H15 -3.78 0.75 0.29
O6 1.44 1.20 -2.70
H16 1.42 -3.32 -3.87
H17 2.60 0.27 -1.15
H18 2.82 -2.01 2.20
H19 0.89 0.41 -2.75
H20 -1.32 -3.68 0.30
H21 -2.58 1.90 3.28
H22 2.12 -1.63 -3.93
C4 2.34 1.76 1.84
H23 3.18 1.66 1.16
O7 -2.88 -2.72 -0.71
H24 0.21 0.83 0.39
H25 -2.91 -3.64 1.09
O8 -0.70 -0.46 -2.50
H26 -0.28 -0.73 0.63
H27 2.61 2.57 2.53
H28 2.30 -2.69 0.68
H29 -2.45 0.33 1.75
C5 -2.22 -3.09 0.45
C6 2.66 0.76 -2.12
O9 1.23 2.10 1.10
H30 2.22 0.82 2.38
H31 2.32 -0.98 0.87
C7 2.08 -1.90 1.40
H32 -1.28 0.38 0.16
H33 -1.48 0.98 4.36
H34 -3.11 -3.51 -1.21

---

Least stable of them? run x.

---

Run w
ORCA calculation (the ωB97M-V functional and the def2-TZVPD basis) on an isolated molecule of C3H2O3.

Values from the calculation:
frontier orbital gap: 9.67 eV
charge: 0
SMILES: O=CC(=O)C=O
HOMO energy: -10.17 eV
LUMO energy: -0.503 eV

Positions of all 8 atoms, in Å:
H1 -1.01 0.94 1.54
O1 0.16 1.57 -1.38
O2 1.20 -0.60 0.78
O3 -1.29 -0.74 0.41
C1 -0.82 0.37 0.62
H2 0.91 -1.53 -1.02
C2 0.06 0.67 -0.59
C3 0.79 -0.66 -0.37

---

Run x
ORCA calculation (the ωB97M-V functional and the def2-TZVPD basis) on an isolated molecule of C3H2O3.

Values from the calculation:
frontier orbital gap: 9.01 eV
charge: 0
HOMO energy: -9.77 eV
LUMO energy: -0.756 eV

Positions of all 8 atoms, in Å:
C1 -0.57 -0.32 0.13
C2 1.53 -0.72 -0.65
O1 -2.40 1.15 -0.04
H1 1.03 -1.66 -0.90
O2 0.58 0.23 -0.17
O3 2.68 -0.43 -0.72
H2 -1.35 1.02 1.71
C3 -1.49 0.73 0.64

---

Run y
ORCA calculation (the ωB97M-V functional and the def2-TZVPD basis) on a structure of composition C3H2O3.

Values from the calculation:
frontier orbital gap: 9.47 eV
charge: 0
HOMO energy: -10.69 eV
LUMO energy: -1.224 eV

Positions of all 8 atoms, in Å:
O1 -1.09 -0.07 -0.14
H1 1.53 0.35 0.05
O2 -1.15 1.19 1.72
C1 1.12 -0.68 -0.67
C2 -0.18 -0.68 -0.94
H2 -0.60 -1.16 -1.81
O3 0.84 0.48 0.94
C3 -0.50 0.61 0.90

---

Run z
ORCA calculation (the ωB97M-V functional and the def2-TZVPD basis) on a cluster of 2 separate species, C3H2O3 in total.

Values from the calculation:
frontier orbital gap: 9.11 eV
charge: 0
HOMO energy: -8.77 eV
LUMO energy: 0.344 eV

Positions of all 8 atoms, in Å:
O1 0.05 1.35 -1.90
H1 0.29 -0.10 1.38
C1 1.02 -0.36 -0.38
H2 1.09 -1.35 -0.81
O2 -2.53 -0.07 0.99
O3 1.30 -0.14 0.92
C2 0.39 0.55 -1.12
C3 -1.40 -0.04 1.05

---

Least stable of them? run y.

---

Run w
ORCA calculation (the ωB97M-V functional and the def2-TZVPD basis) on an isolated molecule of C16H26N2OS.

Values from the calculation:
frontier orbital gap: 8.55 eV
charge: 0
HOMO energy: -7.93 eV
LUMO energy: 0.619 eV

Positions of all 46 atoms, in Å:
C1 -1.76 2.06 1.49
H1 2.80 3.45 1.77
C2 -1.23 0.77 2.15
H2 0.89 1.52 3.22
C3 1.05 1.53 2.12
N1 -0.21 1.65 -0.38
C4 0.60 2.93 -0.09
H3 -0.40 -2.68 1.82
C5 -1.69 1.85 -0.06
H4 -0.72 -4.30 -0.84
H5 1.69 4.00 3.11
H6 3.07 -0.61 -1.76
C6 -0.57 -0.84 -0.43
H7 -1.29 0.90 3.18
C7 -0.01 -2.27 -0.29
H8 -2.03 2.79 -0.59
H9 -0.71 -0.69 -1.55
C8 0.44 -2.69 1.11
C9 -3.34 2.43 1.71
H10 2.44 1.02 -0.19
O1 -1.00 4.15 2.60
H11 -3.49 2.64 2.78
H12 -1.22 -3.01 -1.91
C10 -0.73 3.18 1.89
C11 1.97 -0.58 -1.49
C12 1.82 0.10 -0.15
H13 -3.50 3.35 1.13
S1 1.43 -2.37 -1.46
H14 -2.30 1.09 -0.43
H15 1.09 -1.97 1.54
C13 0.74 2.90 1.50
H16 1.50 -0.23 -2.39
H17 1.47 2.90 -0.72
C14 0.28 0.39 0.16
H18 2.23 -0.57 0.56
H19 -3.99 1.66 1.36
H20 1.86 4.86 1.61
H21 0.77 -3.69 1.17
H22 -1.97 -3.12 -0.30
C15 1.79 3.88 2.06
H23 -0.01 3.83 -0.42
H24 -1.81 -0.03 1.88
H25 -1.47 -0.85 0.13
C16 -1.03 -3.22 -0.86
H26 2.11 1.24 1.92
N2 0.12 0.55 1.67

---

Run x
ORCA calculation (the ωB97M-V functional and the def2-TZVPD basis) on an isolated molecule of C16H26N2OS.

Values from the calculation:
frontier orbital gap: 8.28 eV
charge: 0
SMILES: CCCCCCCCCC(=O)N/N=C/c1ccc(C)s1
HOMO energy: -8.12 eV
LUMO energy: 0.154 eV

Positions of all 46 atoms, in Å:
S1 2.43 1.23 0.40
H1 -1.92 -2.79 -1.08
H2 -2.55 -3.37 0.45
H3 -0.36 -4.52 -1.95
O1 -0.76 -2.64 -3.48
C1 2.42 3.79 0.29
H4 1.80 -3.07 -2.35
C2 -1.31 2.81 1.78
C3 1.53 2.00 -0.87
H5 -0.47 3.43 1.50
C4 2.93 2.76 1.03
H6 -2.23 3.38 1.64
H7 -1.41 1.79 -0.11
C5 -2.61 -0.63 0.46
H8 -3.52 -1.16 0.72
H9 -1.23 -1.72 1.69
N1 0.77 -0.04 -1.77
C6 -2.52 0.63 1.32
H10 2.61 4.83 0.52
H11 4.74 2.31 2.07
H12 3.31 2.37 3.09
C7 -0.48 -3.89 0.11
C8 -1.34 1.53 0.95
H13 -2.42 0.34 2.37
H14 -1.22 2.57 2.84
H15 1.14 4.04 -1.47
H16 1.25 -2.15 -0.96
H17 -3.44 1.20 1.22
H18 -2.70 -0.34 -0.60
H19 -0.83 -4.86 0.44
N2 0.03 -0.73 -2.64
C9 0.30 -4.10 -1.19
C10 1.63 3.37 -0.78
H20 4.01 3.87 2.48
H21 0.21 -3.51 0.87
C11 -0.02 -2.10 -2.68
C12 -1.42 -1.57 0.63
C13 0.78 1.24 -1.81
H22 0.21 1.80 -2.56
C14 -1.67 -2.93 -0.02
H23 -0.56 -0.23 -3.31
H24 -0.53 -1.11 0.19
H25 1.10 -4.83 -1.00
C15 0.92 -2.82 -1.75
C16 3.80 2.84 2.24
H26 -0.41 0.99 1.09

---

Least stable of them? run w.

---

Run w
ORCA calculation (the ωB97M-V functional and the def2-TZVPD basis) on an isolated molecule of C4H8O2S.

Values from the calculation:
frontier orbital gap (alpha / beta): 8.36 / 8.20 eV
charge: 0
HOMO energy (alpha / beta): -8.79 / -8.74 eV
LUMO energy (alpha / beta): -0.430 / -0.540 eV

Positions of all 15 atoms, in Å:
C1 1.19 0.34 -0.29
O1 0.08 -1.57 0.39
H1 1.32 0.98 -1.19
H2 -2.08 -0.48 -0.80
H3 -0.79 -0.24 2.11
H4 -0.50 -2.05 -0.22
C2 -1.06 -0.17 -1.12
H5 -0.57 -0.78 -1.95
H6 -1.79 0.86 1.01
C3 -0.77 0.47 1.27
S1 2.61 -0.05 0.68
H7 -1.03 0.93 -1.36
H8 -0.08 1.25 1.43
O2 3.68 0.78 0.02
C4 -0.21 -0.28 0.02

---

Run x
ORCA calculation (the ωB97M-V functional and the def2-TZVPD basis) on an isolated molecule of C4H8O2S.

Values from the calculation:
frontier orbital gap: 9.51 eV
charge: 0
SMILES: O=C(O)CCCS
HOMO energy: -8.95 eV
LUMO energy: 0.551 eV

Positions of all 15 atoms, in Å:
H1 1.90 0.20 0.53
O1 -0.48 -0.57 2.01
H2 -1.39 -1.33 -0.52
S1 2.36 -0.21 -1.87
C1 1.40 -0.37 -0.32
O2 -2.58 0.56 1.50
H3 0.20 1.25 -0.05
H4 -2.06 0.26 -0.98
H5 3.07 0.87 -1.29
C2 -1.30 -0.26 -0.41
C3 -1.56 0.12 1.03
C4 0.17 0.43 -0.65
H6 1.21 -1.35 -0.06
H7 -0.94 -0.36 2.81
H8 0.02 0.75 -1.73

---

Least stable of them? run w.

---

Run w
ORCA calculation (the ωB97M-V functional and the def2-TZVPD basis) on a structure of composition CH3N2S.

Values from the calculation:
frontier orbital gap: 9.05 eV
charge: +1
HOMO energy: -15.01 eV
LUMO energy: -5.960 eV

Positions of all 7 atoms, in Å:
H1 1.28 -0.18 -1.73
N1 0.31 -0.81 -1.09
H2 -0.81 0.85 1.49
S1 -1.46 -0.35 -1.20
N2 -0.01 0.35 1.15
H3 0.96 0.34 1.38
C1 -0.27 -0.18 -0.01

---

Run x
ORCA calculation (the ωB97M-V functional and the def2-TZVPD basis) on the ion CH3N2S with charge +1.

Values from the calculation:
frontier orbital gap: 9.59 eV
charge: +1
HOMO energy: -14.82 eV
LUMO energy: -5.225 eV

Positions of all 7 atoms, in Å:
S1 0.32 -1.27 1.45
H1 2.02 -0.43 -0.22
N1 1.08 -0.76 -0.09
N2 -0.86 0.66 -0.32
C1 -0.05 -0.12 0.26
H2 -0.66 1.34 -1.02
H3 -1.85 0.59 -0.07

---

Least stable of them? run w.